Formula: CH6S2
Source: OMol25
Level of theory: ωB97M-V/def2-TZVPD

Last column: Löwdin charge in e.
CARTESIAN COORDINATES (ANGSTROEM)
1 C -0.48333 1.45794 -0.65700  -0.438
2 S -0.38807 2.61178 0.82061  0.593
3 H 0.27252 1.60793 -1.42059  0.022
4 H -0.41290 0.45861 -0.24679  0.002
5 H -1.45945 1.67785 -1.06408  0.006
6 H -0.40326 1.58069 1.65801  -0.186
7 S 1.39329 -3.29036 0.67228  0.477
8 H 0.70106 -3.97793 -0.26447  -0.211
9 H 0.78015 -2.12651 0.50201  -0.265

Forces on the atoms, in the same order (eV/Å):
-0.31 0.82 0.77
0.37 -0.55 -0.83
0.22 0.23 0.24
-0.14 -0.14 -0.26
-0.16 -0.45 -0.33
0.02 0.07 0.41
0.25 -0.58 0.03
0.05 0.43 0.21
-0.30 0.15 -0.24

Results
* 2S+1: 1
* Kohn-Sham gap: 9.7283 eV
* SMILES: CS.S
* energy relative to the best compared isomer or geometry (same formula, charge and spin): 9.4 kcal per mole

***

Formula: CH6S2
Source: OMol25
Level of theory: ωB97M-V/def2-TZVPD

Last column: Löwdin charge in e.
CARTESIAN COORDINATES (ANGSTROEM)
1 C 4.04587 2.48387 -0.72537  -0.054
2 H 3.45310 2.83088 -1.56395  0.011
3 H 4.21903 1.40083 -0.77414  0.014
4 H 3.47032 2.55614 0.20004  0.013
5 H 5.03748 2.92506 -0.71541  0.016
6 S -5.14957 -2.01177 1.20867  0.588
7 S -4.75642 -3.98806 1.28069  0.590
8 H -4.33394 -1.75068 0.15777  -0.091
9 H -5.98588 -4.44627 0.93170  -0.087

Forces on the atoms, in the same order (eV/Å):
-0.06 -1.22 0.35
0.04 -0.02 -0.10
-0.09 0.14 -0.53
0.30 0.70 0.00
-0.19 0.41 0.28
-0.66 -0.56 -0.43
0.31 0.31 -0.77
0.57 0.09 0.48
-0.22 0.15 0.72

Results
* 2S+1: 2
* Kohn-Sham gap (spin up / spin down): 8.4645 / 4.3700 eV
* total charge: +1
* energy relative to the best compared isomer or geometry (same formula, charge and spin): 13.3 kcal per mole

***

Formula: CH7BNO
Source: OMol25
Level of theory: ωB97M-V/def2-TZVPD

Last column: Löwdin charge in e.
CARTESIAN COORDINATES (ANGSTROEM)
1 N -0.88863 -0.77525 0.07070  0.175
2 C -0.33615 0.61473 -0.01021  -0.105
3 B 1.18736 0.59020 0.09985  -0.340
4 O 1.68643 -0.61631 -0.08963  0.119
5 H -0.86881 -0.83366 1.13795  0.203
6 H -1.88100 -0.96501 -0.22957  0.206
7 H -0.08673 -1.30728 -0.28147  0.138
8 H -0.76971 1.19790 0.79650  0.123
9 H -0.52826 1.22786 -0.97692  0.175
10 H 1.85602 1.55391 0.20646  0.106
11 H 2.72034 -0.58488 -0.03619  0.199

Forces on the atoms, in the same order (eV/Å):
-0.39 0.99 2.35
-1.48 2.57 -1.31
0.44 1.12 -0.21
4.00 -1.16 0.24
-0.28 -0.96 -1.75
1.56 0.11 -0.17
-0.69 -1.13 -0.30
-0.23 0.21 -0.06
-0.18 -1.43 1.31
-0.01 0.21 0.17
-2.72 -0.54 -0.28

Results
* 2S+1: 1
* Kohn-Sham gap: 12.6735 eV
* total charge: +1
* SMILES: [NH3+]CBO
* energy relative to the best compared isomer or geometry (same formula, charge and spin): 6.0 kcal per mole

***

Formula: CH7ClN2Si2
Source: OMol25
Level of theory: ωB97M-V/def2-TZVPD

Last column: Löwdin charge in e.
CARTESIAN COORDINATES (ANGSTROEM)
1 C 2.54457 0.71922 0.34186  -0.248
2 N -0.23469 -0.43636 0.34373  -0.274
3 N -2.71064 -1.51893 -1.13843  -0.761
4 Si -2.28163 -0.65658 0.14535  0.280
5 Si 0.66313 0.85781 -0.07317  0.745
6 Cl -2.54251 -0.86717 -2.74612  0.283
7 H 2.76825 1.32547 1.29305  0.046
8 H 2.76233 -0.32694 0.64557  0.018
9 H 3.23611 0.91943 -0.56522  0.054
10 H 0.32507 -1.25483 0.72901  0.060
11 H -2.18479 -1.41299 1.35958  -0.073
12 H -2.65146 0.67199 0.52447  -0.086
13 H 0.30627 1.97986 -0.85967  -0.044

Forces on the atoms, in the same order (eV/Å):
0.14 0.19 -0.01
0.08 -0.16 -0.03
-0.23 -0.54 -1.24
1.86 -0.58 0.59
2.41 -1.97 0.82
-0.04 0.08 0.51
-0.04 -0.48 -1.71
-0.34 0.49 -0.23
-1.13 0.17 1.69
-1.24 1.40 -0.60
-0.60 -0.67 0.68
-0.10 1.28 -0.10
-0.77 0.80 -0.36

Results
* 2S+1: 1
* Kohn-Sham gap: 6.2404 eV
* energy relative to the best compared isomer or geometry (same formula, charge and spin): 65.5 kcal per mole

***

Formula: CH7IN3
Source: OMol25
Level of theory: ωB97M-V/def2-TZVPD

Last column: Löwdin charge in e.
CARTESIAN COORDINATES (ANGSTROEM)
1 C -0.23379 0.18755 -0.78912  -0.841
2 N -1.28937 -0.05490 0.21607  0.107
3 N 0.94726 -0.26185 -0.25476  -0.146
4 N 1.04340 -0.18757 1.16244  0.025
5 I -0.36156 2.19246 -1.62426  0.820
6 H -0.55517 -1.00143 -2.32320  0.217
7 H -1.77976 -0.94546 0.07022  0.164
8 H -0.67030 -0.12204 1.09906  0.137
9 H 1.78522 -0.11967 -0.80842  0.141
10 H 1.57972 0.62727 1.46610  0.122
11 H -1.97442 0.70873 0.27112  0.130
12 H 1.50877 -1.02310 1.51475  0.123

Forces on the atoms, in the same order (eV/Å):
-0.71 -1.45 -3.34
-0.12 -0.10 0.37
0.41 -0.12 0.52
0.55 0.05 -0.08
0.02 -0.55 0.33
0.35 2.03 2.57
0.18 0.24 -0.09
-0.47 0.08 -0.14
-0.16 0.02 0.16
-0.14 -0.08 -0.11
0.26 -0.23 -0.05
-0.17 0.13 -0.13

Results
* 2S+1: 1
* Kohn-Sham gap (spin up / spin down): 8.2771 / 8.2236 eV
* total charge: +1
* energy relative to the best compared isomer or geometry (same formula, charge and spin): 130.8 kcal per mole

***

Formula: CH7N2O
Source: OMol25
Level of theory: ωB97M-V/def2-TZVPD

Last column: Löwdin charge in e.
CARTESIAN COORDINATES (ANGSTROEM)
1 O 1.52984 -0.93174 -1.10920  -0.551
2 H 2.06373 -0.36348 -1.67852  -0.148
3 N -1.15809 -0.21991 -0.62504  -0.053
4 C -0.62574 0.75683 0.34269  -0.417
5 N 0.44314 0.27978 1.20737  -0.051
6 H -1.50769 -1.01861 -0.09981  0.029
7 H -0.30569 -0.57001 -1.10431  -0.003
8 H -1.43744 1.12675 0.97409  0.074
9 H -0.21139 1.56227 -0.27131  0.086
10 H 1.13651 -0.15838 0.57100  0.003
11 H 0.07283 -0.46351 1.79304  0.031

Forces on the atoms, in the same order (eV/Å):
0.10 0.13 -0.08
-0.02 -0.13 0.04
-0.05 0.19 0.23
0.07 -0.53 -0.39
0.13 0.10 0.20
-0.02 0.03 -0.01
0.07 -0.05 0.03
-0.08 0.21 -0.11
-0.14 0.14 0.23
-0.11 -0.06 -0.09
0.04 -0.02 -0.03

Results
* 2S+1: 1
* Kohn-Sham gap: 7.9559 eV
* total charge: -1
* energy relative to the best compared isomer or geometry (same formula, charge and spin): 0.7 kcal per mole

***

Formula: CH7N2O
Source: OMol25
Level of theory: ωB97M-V/def2-TZVPD

Last column: Löwdin charge in e.
CARTESIAN COORDINATES (ANGSTROEM)
1 N 0.28013 0.29927 1.36253  0.021
2 C -0.59227 0.40644 0.30219  -0.419
3 N -0.39497 1.19424 -0.79072  0.013
4 H 1.13794 0.82278 1.46291  0.079
5 H -0.06488 -0.15580 2.19066  0.071
6 H -1.50641 -0.17759 0.18783  0.095
7 H -1.02467 1.02664 -1.55891  0.073
8 H 0.32179 1.87526 -0.95615  0.070
9 H 0.75163 -1.89711 0.01936  0.040
10 H 0.44254 -2.03639 -1.44162  0.051
11 O 0.64918 -1.35772 -0.77809  -0.095

Forces on the atoms, in the same order (eV/Å):
0.64 -0.65 0.68
-2.24 0.60 0.41
0.10 0.93 -1.33
-0.45 -0.08 -0.26
0.12 0.34 -0.09
0.75 -0.14 0.77
0.39 0.11 0.08
0.06 -0.14 0.34
0.06 0.43 0.06
0.15 0.36 0.00
0.43 -1.76 -0.67

Results
* 2S+1: 2
* Kohn-Sham gap (spin up / spin down): 4.8525 / 9.8163 eV
* energy relative to the best compared isomer or geometry (same formula, charge and spin): 16.0 kcal per mole

***

Formula: CH7N2O2P
Source: OMol25
Level of theory: ωB97M-V/def2-TZVPD

Last column: Löwdin charge in e.
CARTESIAN COORDINATES (ANGSTROEM)
1 N -1.24531 0.67976 -0.58318  -0.065
2 C 0.16151 0.92664 -0.61978  -0.353
3 P 0.90749 -0.06453 0.65720  0.357
4 N 0.37813 -1.55568 0.08425  -0.081
5 O 2.25772 0.25272 1.00871  -0.268
6 O -0.11464 0.07211 1.84232  -0.117
7 H -1.29808 -0.28786 -1.02430  0.098
8 H -1.66323 1.33415 -1.15969  0.038
9 H 0.58367 0.58568 -1.50818  0.061
10 H 0.22262 2.08824 -0.45827  0.149
11 H 0.89247 -2.14002 -0.57723  0.064
12 H -0.13511 -2.16628 0.81095  0.108
13 H -0.94724 0.27507 1.52722  0.009

Forces on the atoms, in the same order (eV/Å):
-0.22 -3.75 0.22
0.10 3.55 1.70
-2.00 -0.41 -0.50
-0.60 -2.22 1.27
2.34 -0.07 0.29
2.53 -0.53 2.22
-0.82 1.65 0.79
-1.40 1.24 -1.41
1.13 0.05 -1.91
0.83 -2.23 -0.31
-0.01 0.48 0.45
1.35 1.45 -1.64
-3.22 0.80 -1.16

Results
* 2S+1: 1
* Kohn-Sham gap: 10.6713 eV
* SMILES: NC[P@@](N)(=O)O
* energy relative to the best compared isomer or geometry (same formula, charge and spin): 0.0 kcal per mole

***

Formula: CH7N2S
Source: OMol25
Level of theory: ωB97M-V/def2-TZVPD

Last column: Löwdin charge in e.
CARTESIAN COORDINATES (ANGSTROEM)
1 S 2.11066 0.07846 0.26463  -0.226
2 H 2.69856 0.59609 1.34727  -0.482
3 N -1.75150 -1.25789 0.22507  -0.020
4 C -1.67100 0.21348 0.18037  -0.408
5 N -0.96391 0.83037 -0.93452  -0.038
6 H -0.91936 -1.60607 0.66506  0.026
7 H -1.66252 -1.56561 -0.73531  0.040
8 H -1.28430 0.63758 1.10304  0.091
9 H -2.71466 0.53935 0.08642  0.078
10 H -1.18492 0.27272 -1.74591  0.032
11 H 0.03946 0.62808 -0.81860  -0.093

Forces on the atoms, in the same order (eV/Å):
0.01 -0.26 -0.11
0.02 0.09 0.12
0.20 0.40 0.03
-1.06 0.41 -0.42
0.63 -0.68 0.14
0.59 -0.15 0.25
-0.16 -0.21 -0.11
0.17 -0.31 0.12
0.03 0.16 0.14
-0.38 0.07 -0.54
-0.05 0.46 0.39

Results
* 2S+1: 1
* Kohn-Sham gap: 7.2990 eV
* total charge: -1
* energy relative to the best compared isomer or geometry (same formula, charge and spin): 4.8 kcal per mole

***

Formula: CH7N3
Source: OMol25
Level of theory: ωB97M-V/def2-TZVPD

Last column: Löwdin charge in e.
CARTESIAN COORDINATES (ANGSTROEM)
1 C -0.96290 -0.81059 -0.04473  -0.123
2 N -0.49804 1.44912 0.00708  -0.038
3 N 1.78110 -0.37373 0.05038  0.044
4 N 0.01768 0.26171 -0.44449  -0.219
5 H -1.77197 -1.20503 -0.73859  0.094
6 H -0.43574 -1.62949 0.41762  0.049
7 H -1.47793 -0.40429 0.83403  0.046
8 H -0.82004 1.43182 1.05409  0.123
9 H 0.07522 2.24515 -0.26803  0.083
10 H 1.78243 -1.24532 -0.40173  -0.032
11 H 2.31018 0.28065 -0.46562  -0.028

Forces on the atoms, in the same order (eV/Å):
0.24 0.51 1.15
0.48 -0.84 2.23
-3.49 1.90 2.40
0.20 -1.54 -1.41
1.47 1.00 0.16
0.39 -0.53 -0.42
-0.44 -0.06 -0.07
1.04 0.36 -2.19
-0.23 -0.28 0.33
-0.20 -1.22 -1.17
0.53 0.72 -1.01

Results
* 2S+1: 1
* Kohn-Sham gap (spin up / spin down): 8.9972 / 8.9965 eV
* energy relative to the best compared isomer or geometry (same formula, charge and spin): 96.7 kcal per mole